[1]
Formula: H26O13
Source: the OMol25 dataset
Level of theory: ωB97M-V with the def2-TZVPD basis set

Last column: Mulliken charge in e.
Positions of all 39 atoms, in Å:
O (1.203, 2.484, -1.629)  -0.5690
H (1.563, 2.482, -0.750)  0.2899
H (0.638, 3.270, -1.644)  0.2829
O (1.686, -0.003, -3.646)  -0.5933
H (1.009, 0.654, -3.502)  0.3047
H (2.503, 0.391, -3.922)  0.2803
O (2.648, -2.288, 0.452)  -0.5754
H (1.872, -2.109, 1.017)  0.3328
H (3.327, -2.394, 1.141)  0.3046
O (2.689, 0.301, 2.707)  -0.6998
H (1.784, 0.311, 2.458)  0.3059
H (2.592, 0.419, 3.657)  0.3008
O (0.320, -2.219, 2.072)  -0.5360
H (-0.436, -1.975, 2.535)  0.1757
H (0.773, -2.691, 2.810)  0.2850
O (-0.929, -2.354, -1.817)  -0.6689
H (-0.595, -1.488, -1.446)  0.3185
H (-1.256, -2.713, -1.011)  0.2853
O (-3.354, 0.476, -2.017)  -0.6189
H (-2.922, 0.878, -1.259)  0.3701
H (-4.290, 0.487, -1.978)  0.2593
O (-0.074, 0.580, 2.707)  -0.5931
H (-1.037, 0.560, 2.628)  0.2600
H (0.041, 1.202, 3.393)  0.2184
O (2.519, 0.610, -0.076)  -0.5459
H (2.686, 0.445, 0.833)  0.4263
H (3.202, 1.200, -0.356)  0.2769
O (-2.420, -1.704, 1.804)  -0.5811
H (-3.117, -1.148, 1.458)  0.2873
H (-2.713, -2.009, 2.688)  0.2838
O (-0.445, -0.010, -0.450)  0.0222
H (-0.356, -0.221, 0.472)  0.0485
H (0.319, 0.503, -0.733)  0.2470
O (-2.104, 2.173, 0.106)  -0.6696
H (-2.063, 2.367, 1.027)  0.2799
H (-1.308, 1.708, -0.119)  0.2727
O (-1.006, 0.599, -3.403)  -0.5688
H (-1.498, 1.354, -3.227)  0.2490
H (-1.447, -0.125, -2.981)  0.2521

Values from the calculation:
E_HOMO (eV): -9.6
Total energy (eV): -27039.1449
HOMO-LUMO gap (eV): 8.8



[2]
Formula: H26O13
Source: the OMol25 dataset
Level of theory: ωB97M-V with the def2-TZVPD basis set

Last column: Mulliken charge in e.
Positions of all 39 atoms, in Å:
O (-2.548, -1.644, -0.265)  -0.5682
H (-3.210, -2.118, 0.239)  0.2610
H (-1.714, -2.006, 0.033)  0.3173
O (-0.686, 2.256, -2.809)  -0.6156
H (-1.360, 2.839, -3.158)  0.2622
H (-1.174, 1.523, -2.433)  0.3920
O (-0.597, 0.094, 2.324)  -0.4470
H (-0.501, 0.961, 2.717)  0.2701
H (0.282, -0.284, 2.356)  0.1673
O (-3.232, 0.910, 1.687)  -0.6846
H (-2.575, 1.579, 1.493)  0.3333
H (-2.726, 0.109, 1.822)  0.3379
O (2.780, 1.366, -1.691)  -0.6375
H (1.920, 0.951, -1.621)  0.2643
H (2.948, 1.415, -2.632)  0.2829
O (1.676, -3.424, -0.332)  -0.6823
H (1.393, -2.956, -1.117)  0.3046
H (0.923, -3.382, 0.258)  0.4166
O (-0.435, -2.841, 1.248)  -0.6226
H (-0.261, -2.506, 2.128)  0.2414
H (-0.882, -3.675, 1.394)  0.2987
O (1.237, -0.964, -2.838)  -0.6955
H (0.758, -1.772, -3.019)  0.2757
H (0.745, -0.547, -2.130)  0.3396
O (-0.019, 2.883, 0.075)  -0.6648
H (-0.012, 2.227, -0.622)  0.3081
H (0.674, 2.605, 0.673)  0.3884
O (-2.511, 1.005, -1.187)  -0.6412
H (-2.804, 1.915, -1.237)  0.3140
H (-3.002, 0.635, -0.454)  0.2454
O (1.996, -0.461, 2.182)  -0.6142
H (2.754, -0.525, 1.600)  0.3162
H (2.339, -0.682, 3.048)  0.2043
O (2.461, 2.315, 1.121)  -0.7064
H (2.984, 2.218, 0.325)  0.3450
H (2.222, 1.420, 1.362)  0.3573
O (0.244, -0.399, -0.510)  0.3331
H (0.599, -0.770, 0.297)  -0.0889
H (-0.685, -0.266, -0.325)  0.0920

Values from the calculation:
E_HOMO (eV): -10.3
Total energy (eV): -27040.2387
HOMO-LUMO gap (eV): 9.7



[3]
Formula: H26O13
Source: the OMol25 dataset
Level of theory: ωB97M-V with the def2-TZVPD basis set

Last column: Mulliken charge in e.
Positions of all 39 atoms, in Å:
O (-1.815, -3.076, -1.229)  -0.6476
H (-1.951, -2.427, -1.919)  0.3308
H (-2.063, -2.624, -0.422)  0.3957
O (0.274, -0.229, 0.440)  0.0514
H (-0.650, -0.404, 0.615)  0.1413
H (0.268, 0.502, -0.178)  0.1151
O (-2.131, 1.634, 1.573)  -0.5454
H (-2.510, 1.392, 2.418)  0.2384
H (-1.622, 2.424, 1.756)  0.2728
O (1.893, -0.438, -2.382)  -0.6109
H (2.801, -0.670, -2.580)  0.2879
H (1.953, 0.404, -1.933)  0.2067
O (3.051, 1.076, 2.112)  -0.6161
H (2.113, 0.969, 2.270)  0.3004
H (3.201, 2.018, 2.184)  0.2731
O (2.181, -2.103, 1.385)  -0.6365
H (2.699, -1.537, 1.957)  0.3135
H (1.741, -1.501, 0.785)  0.2640
O (1.752, 2.391, -1.608)  -0.6046
H (1.667, 3.155, -1.038)  0.2907
H (2.643, 2.075, -1.455)  0.3011
O (1.241, -2.947, -1.248)  -0.6557
H (1.417, -2.110, -1.679)  0.3776
H (0.380, -2.832, -0.845)  0.2864
O (-3.218, -0.166, -0.121)  -0.6329
H (-2.935, -0.791, 0.547)  0.3587
H (-2.730, 0.634, 0.076)  0.3212
O (-1.118, 1.950, -1.286)  -0.4927
H (-1.640, 2.243, -2.032)  0.2550
H (-0.683, 2.742, -0.971)  0.2149
O (-2.076, -2.118, 1.301)  -0.6537
H (-1.352, -2.298, 1.900)  0.2436
H (-2.848, -2.470, 1.744)  0.2585
O (-0.369, 0.576, -3.799)  -0.6674
H (-0.321, -0.349, -4.038)  0.2959
H (0.176, 0.650, -3.015)  0.3949
O (0.379, 1.704, 3.384)  -0.6410
H (0.096, 0.860, 3.033)  0.3080
H (0.104, 1.689, 4.300)  0.3068

Values from the calculation:
E_HOMO (eV): -9.7
Total energy (eV): -27039.6441
HOMO-LUMO gap (eV): 9.2



[4]
Formula: H26O13
Source: the OMol25 dataset
Level of theory: ωB97M-V with the def2-TZVPD basis set

Last column: Mulliken charge in e.
Positions of all 39 atoms, in Å:
H (1.124, 0.691, -0.241)  0.2656
H (-0.238, 0.034, -0.391)  0.2418
H (-4.000, -1.606, 0.313)  0.3700
H (-3.989, -0.224, -0.320)  0.2584
H (-0.504, -3.975, 0.713)  0.3040
H (0.650, -4.751, 0.099)  0.3133
H (-2.270, -1.018, 1.091)  0.2837
H (-1.773, -1.214, 2.514)  0.3211
H (-3.088, -2.237, -1.874)  0.2867
H (-1.988, -1.981, -2.891)  0.2931
H (-1.942, 0.875, 3.611)  0.3007
H (-1.857, 1.808, 4.808)  0.3157
H (-1.678, 4.551, -3.087)  0.3205
H (-1.145, 3.687, -1.956)  0.3068
H (3.437, 1.173, 2.066)  0.2148
H (2.305, 1.822, 2.846)  0.2956
H (3.765, -2.812, -1.885)  0.2814
H (3.951, -1.543, -2.700)  0.2947
H (3.518, 1.425, -0.722)  0.3400
H (4.293, 1.808, 0.528)  0.2723
H (3.894, -0.396, 1.068)  0.3153
H (2.892, -1.288, 0.354)  0.2412
H (-1.461, 2.310, 1.364)  0.2932
H (-2.795, 2.243, 0.638)  0.3084
H (-0.559, -0.605, -2.541)  0.3938
H (-0.566, 0.805, -3.109)  0.2859
O (0.590, 0.183, -0.861)  -0.5767
O (-4.247, -1.137, -0.491)  -0.6203
O (0.220, -4.568, 0.942)  -0.6169
O (-2.563, -1.293, 1.966)  -0.6558
O (-2.479, -1.555, -2.179)  -0.5511
O (-1.308, 1.323, 4.182)  -0.6076
O (-0.946, 4.482, -2.464)  -0.6291
O (2.536, 1.016, 2.371)  -0.5299
O (3.769, -1.852, -1.805)  -0.5672
O (4.406, 1.640, -0.414)  -0.6011
O (2.947, -0.551, 0.973)  -0.5410
O (-2.036, 2.820, 0.782)  -0.6024
O (-0.864, -0.092, -3.298)  -0.6190

Values from the calculation:
E_HOMO (eV): -10.8
Total energy (eV): -27037.7825
HOMO-LUMO gap (eV): 10.4



[5]
Formula: H26O13
Source: the OMol25 dataset
Level of theory: ωB97M-V with the def2-TZVPD basis set

Last column: Mulliken charge in e.
Positions of all 39 atoms, in Å:
O (1.079, -1.150, -1.910)  -0.6332
H (1.879, -1.552, -2.268)  0.3117
H (1.423, -0.376, -1.432)  0.3048
O (0.877, -2.603, 3.573)  -0.6604
H (0.977, -2.244, 2.682)  0.3360
H (1.633, -3.182, 3.699)  0.2984
O (-2.540, 0.830, -1.566)  -0.6445
H (-2.557, 1.364, -0.755)  0.3089
H (-2.995, 0.014, -1.332)  0.2968
O (3.653, -1.070, 0.802)  -0.6700
H (2.739, -1.363, 0.895)  0.3759
H (3.550, -0.186, 0.427)  0.3806
O (-1.258, 0.803, -4.190)  -0.6484
H (-0.634, 1.534, -4.247)  0.3447
H (-1.207, 0.532, -3.266)  0.2969
O (2.441, 1.234, -0.523)  -0.6351
H (1.948, 1.834, 0.061)  0.4108
H (3.050, 1.795, -1.014)  0.2926
O (0.831, 2.812, 1.158)  -0.7585
H (0.312, 3.355, 1.756)  0.3378
H (0.284, 2.026, 0.990)  0.3856
O (-2.648, -0.055, 2.551)  -0.6773
H (-1.855, -0.595, 2.490)  0.2779
H (-3.346, -0.608, 2.185)  0.3338
O (1.053, -2.224, 0.831)  -0.5277
H (0.837, -1.806, -0.020)  0.4126
H (1.193, -3.151, 0.610)  0.2225
O (1.109, 2.300, -3.117)  -0.6359
H (0.870, 2.097, -2.206)  0.3200
H (1.112, 3.262, -3.161)  0.3089
O (-1.677, -3.317, 0.433)  -0.6248
H (-1.035, -3.023, 1.087)  0.3349
H (-1.206, -3.941, -0.125)  0.2832
O (-2.699, 2.359, 1.176)  -0.6505
H (-3.634, 2.441, 1.385)  0.2747
H (-2.439, 1.509, 1.581)  0.4153
O (-0.430, 0.403, 0.514)  -0.3681
H (-0.011, -0.449, 0.669)  -0.1048
H (-0.681, 0.391, -0.423)  0.3735

Values from the calculation:
E_HOMO (eV): -10.3
Total energy (eV): -27040.6325
HOMO-LUMO gap (eV): 10.1



[6]
Formula: H26O13
Source: the OMol25 dataset
Level of theory: ωB97M-V with the def2-TZVPD basis set

Last column: Mulliken charge in e.
Positions of all 39 atoms, in Å:
H (1.276, -0.427, 0.388)  0.3157
H (-0.132, -0.990, 0.290)  0.3296
H (4.801, 0.275, -2.714)  0.3436
H (5.256, 0.133, -1.271)  0.2966
H (-0.919, -1.926, 1.626)  0.3081
H (-2.367, -1.476, 1.729)  0.3138
H (-3.442, 2.768, -1.421)  0.2852
H (-2.020, 2.398, -1.031)  0.3064
H (-1.467, 0.254, 2.799)  0.3294
H (-1.210, 1.091, 1.557)  0.2414
H (0.348, 2.811, 4.698)  0.3079
H (0.463, 1.625, 3.754)  0.3078
H (-2.157, -3.901, -0.599)  0.2669
H (-2.845, -2.803, 0.195)  0.4689
H (-2.031, 0.511, -0.111)  0.2385
H (-2.866, 0.749, 1.136)  0.2203
H (4.398, 1.841, -3.493)  0.3336
H (3.291, 2.020, -2.467)  0.3314
H (0.217, 3.759, 0.313)  0.3138
H (-0.254, 4.855, -0.628)  0.2936
H (-5.348, -0.649, -0.640)  0.2777
H (-3.899, -0.693, -1.095)  0.3260
H (0.605, -2.326, -3.025)  0.2921
H (0.505, -1.902, -1.569)  0.3857
H (6.508, -1.881, 2.207)  0.3191
H (5.095, -2.165, 1.725)  0.3154
O (0.719, -0.990, -0.162)  -0.6984
O (4.686, -0.276, -1.932)  -0.6201
O (-1.823, -2.244, 1.520)  -0.6719
O (-2.806, 2.045, -1.463)  -0.5708
O (-0.788, 0.456, 2.147)  -0.5889
O (0.773, 2.529, 3.880)  -0.6122
O (-2.991, -3.422, -0.529)  -0.6503
O (-2.904, 0.343, 0.263)  -0.5089
O (4.243, 1.892, -2.543)  -0.6858
O (-0.398, 3.928, -0.409)  -0.6121
O (-4.671, -0.117, -1.073)  -0.5982
O (-0.036, -2.151, -2.327)  -0.6170
O (5.769, -2.486, 2.335)  -0.6338

Values from the calculation:
E_HOMO (eV): -9.8
Total energy (eV): -27036.9600
HOMO-LUMO gap (eV): 9.2